10
Properties=species:S:1:pos:R:3:forces:R:3:mulliken_charge:R:1 method="wB97M-V/def2-TZVPD" mol_weight_g_mol=112.050 total_energy_ev=-13355.882 e_above_lowest_kj_mol=344.1 homo_ev="-8.8 / -7.9"
C -0.670409 -0.435664 0.034151 0.0 -2.4 0.0 -0.176
C 0.840580 -0.152311 0.060427 -1.3 2.3 -2.2 0.227
C -1.310296 -0.258895 1.356637 0.4 1.4 0.4 0.140
O 1.164575 1.155168 -0.229489 -1.9 -1.4 -1.1 -0.423
F 1.617409 -0.633154 0.976040 0.6 -1.1 1.6 -0.217
F -1.030456 0.951610 1.901181 -0.3 -0.2 0.2 -0.219
F -1.074476 -1.189227 2.250204 0.1 -0.6 0.7 -0.208
H -1.208385 0.298177 -0.600595 0.8 -1.0 -0.3 0.301
H -0.829731 -1.593902 -0.125787 0.1 2.5 -0.5 0.284
H 1.836833 1.491054 0.320557 1.5 0.5 1.2 0.290

19
Properties=species:S:1:pos:R:3:forces:R:3:mulliken_charge:R:1 method="wB97M-V/def2-TZVPD" multiplicity=3 charge=+2 mol_weight_g_mol=303.168 total_energy_ev=-15701.867 e_above_lowest_kj_mol=677.4 homo_ev="-18.4 / -18.3"
Pt -0.022021 -0.184181 0.004358 0.4 0.0 0.3 1.345
O 2.236839 -1.403241 -2.039402 -0.9 0.5 0.5 -0.542
H 2.612069 -0.760901 -2.641762 0.1 0.4 -0.2 0.333
H 2.709369 -2.213971 -2.228242 0.1 -0.5 0.2 0.316
O -2.566011 1.350999 1.589878 0.9 -0.8 -0.2 -0.494
H -2.638921 2.205539 2.014918 0.2 0.6 0.2 0.341
H -3.464611 1.124949 1.349728 -0.5 -0.2 -0.3 0.350
O -1.886831 -3.054321 0.405228 0.3 1.0 -0.1 -0.552
H -2.351931 -3.526951 -0.285072 -0.1 -0.1 -0.4 0.331
H -1.913121 -3.643521 1.159138 0.1 -0.2 0.4 0.329
O 1.964259 2.491359 0.290208 -0.7 -0.8 -0.2 -0.559
H 2.593599 2.861359 0.909288 0.2 0.0 0.4 0.318
H 1.975099 3.094959 -0.452612 0.0 0.2 -0.3 0.325
O 1.415269 -1.094071 2.861098 -0.4 0.4 -0.9 -0.548
H 1.336089 -1.813511 3.487498 -0.2 -0.4 0.1 0.317
H 2.172149 -0.593241 3.165288 0.3 0.3 0.0 0.325
O -1.288201 1.506849 -2.885302 0.3 -0.3 0.8 -0.579
H -1.902891 1.270799 -3.580042 -0.3 -0.3 -0.2 0.323
H -0.980211 2.381089 -3.124192 0.1 0.3 -0.1 0.322

8
Properties=species:S:1:pos:R:3:forces:R:3:mulliken_charge:R:1 method="wB97M-V/def2-TZVPD" charge=-1 mol_weight_g_mol=108.102 total_energy_ev=-19430.221 e_above_lowest_kj_mol=104.4 homo_ev=-3.7
N 0.706155 -0.239034 1.574097 1.3 1.6 0.3 -0.095
N -0.085785 0.052029 -0.905377 -2.9 1.9 2.0 -0.082
N -1.208990 0.527454 -1.245269 -1.4 0.3 -2.5 -0.031
O -1.432100 0.465060 -2.487615 0.1 0.2 1.4 -0.535
O 1.613179 0.589085 1.866317 -0.8 -1.0 -0.2 -0.483
S -0.041116 -1.100291 2.715428 -0.4 -0.6 0.9 -0.439
H 0.037346 0.009674 0.094453 1.3 -0.6 1.2 0.487
H 0.411311 -0.303976 -1.612035 2.8 -1.9 -3.1 0.178

36
Properties=species:S:1:pos:R:3:forces:R:3:mulliken_charge:R:1 method="wB97M-V/def2-TZVPD" mol_weight_g_mol=211.309 total_energy_ev=-18255.382 e_above_lowest_kj_mol=976.8 homo_ev=-9.4
C 3.455696 1.043436 -1.122422 -2.1 -5.6 -0.8 -1.065
C 3.770181 -0.137597 -0.110991 0.2 2.1 3.4 -0.228
C 2.713615 -1.269506 -0.111245 0.4 -2.5 3.4 -0.913
C 1.251236 -0.807190 0.590594 2.0 4.0 0.2 0.435
C 0.095498 -1.689499 0.701517 -2.4 -1.1 1.9 -0.752
C -1.352066 -0.897160 1.172697 0.4 -1.9 -2.3 -1.102
C -2.073946 0.405456 0.673191 1.5 -1.3 -1.3 0.107
C -2.625230 0.038139 -0.736338 -2.0 -0.2 0.0 0.328
C -3.601665 -1.181790 -0.726078 2.8 -1.6 3.5 -1.558
C -1.018153 2.243921 -0.728278 0.3 0.4 -2.5 0.111
C -0.489739 2.415236 1.429899 -0.1 -3.3 -0.5 0.033
H 2.920675 0.339651 -1.897376 1.5 2.4 0.0 0.207
H 2.801967 1.833650 -0.913352 -2.1 0.3 1.5 0.266
H 4.229906 1.670448 -1.312645 3.2 0.7 -1.7 0.400
H 4.869793 -0.585252 -0.062988 -2.3 1.2 -0.7 0.305
H 3.629500 0.454927 0.917738 0.6 -1.7 -1.5 0.181
H 2.767936 -1.864528 -1.052135 -1.2 1.0 0.0 0.383
H 3.156895 -2.222253 0.568841 -1.1 2.7 -1.1 0.292
H 1.254971 -0.407669 1.693780 1.6 -0.5 -1.7 0.128
H 0.969605 0.190271 0.073273 0.3 -1.7 0.3 -0.258
H 0.223598 -2.398241 1.667871 -0.2 1.2 -2.4 0.289
H 0.100608 -2.291297 -0.164370 -1.0 -1.0 -1.1 0.309
H -2.217046 -1.633712 1.129489 1.7 0.6 0.7 0.155
H -0.959990 -0.847510 2.120978 -0.3 0.9 2.8 0.683
H -2.787327 0.634969 1.437897 -0.7 0.2 0.2 0.326
H -3.394226 0.687027 -1.229665 1.2 1.0 0.7 0.210
H -4.380687 -0.859957 -0.085774 -1.0 0.5 0.9 0.503
H -4.121519 -1.444965 -1.596514 0.0 -0.4 -1.7 0.484
H -3.181410 -2.114038 -0.090372 -0.9 1.7 -2.3 0.304
H -1.622195 -1.343710 -2.024438 1.3 5.2 1.8 0.348
H -1.315047 1.916081 -1.860450 0.5 0.9 3.5 0.382
H -0.137804 1.753719 2.514237 -1.3 3.0 -3.4 0.227
N -1.209518 1.549447 0.448767 1.7 3.1 0.8 0.034
N -0.274246 3.336897 -0.603384 -1.5 -1.2 1.9 -0.461
N -0.017861 3.459793 0.774766 0.5 -1.4 0.8 -0.447
O -1.432004 0.022791 -1.486720 -1.4 -7.6 -3.4 -0.650